Record 1
81
Properties=species:S:1:pos:R:3:forces:R:3:mulliken_charge:R:1 method="wB97M-V/def2-TZVPD" e_above_lowest_kcal_mol=2.1 homo_lumo_gap_ev=7.781 e_tot_ha=-3913.05221 homo_ev=-12.085 charge=+1
Ti 0.1406 -0.1955 0.0449 0.52 0.52 1.49 -0.504
N -0.4676 1.9026 -0.8873 -0.30 -0.24 -0.41 -0.114
N -1.6594 2.1684 -0.1908 -0.27 0.20 0.21 -0.284
C -2.0101 1.3591 0.8669 0.72 -0.38 0.09 0.398
O -3.0887 1.3080 1.3589 -0.13 0.06 0.17 -0.566
O -0.9236 0.6047 1.2792 -1.03 0.38 -0.20 -0.045
H 0.1038 2.7453 -0.9205 0.02 -0.22 0.10 0.318
H -0.6825 1.6112 -1.8478 0.12 0.14 0.09 0.348
H -2.4391 2.6173 -0.6544 0.23 0.02 -0.12 0.271
O 1.1310 -0.8130 -1.4567 -0.04 -0.08 -0.91 -0.432
S -0.1273 -1.0446 -2.3623 -0.15 0.02 -0.12 1.163
O -0.2105 -2.3859 -2.8047 0.03 -0.12 0.12 -0.598
O -1.1517 -0.7734 -1.1601 0.30 -0.08 -0.61 -0.418
O -0.2494 0.0233 -3.3001 -0.02 0.11 0.09 -0.658
C 1.3678 -4.4843 0.1967 0.04 0.02 -0.10 -1.848
C 1.6128 -3.4637 1.3135 -0.02 -0.01 -0.05 2.418
C 2.8394 -2.6404 0.8953 0.06 0.07 -0.09 -1.213
C 1.9375 -4.2017 2.6177 0.03 -0.06 -0.07 -1.820
P 0.1115 -2.3418 1.5022 0.17 0.07 0.13 2.377
C 0.1957 -1.6721 3.2063 -0.01 0.08 0.01 1.636
C -0.8302 -1.7793 4.1452 0.06 -0.05 0.12 -1.281
C -0.7107 -1.1991 5.4012 0.01 -0.02 -0.07 -1.248
C 0.4292 -0.4918 5.7440 -0.01 0.02 0.02 -1.012
C 1.4571 -0.3628 4.8218 -0.05 -0.04 -0.01 -0.970
C 1.3348 -0.9427 3.5690 -0.03 -0.07 0.00 0.359
C -1.5104 -3.2542 1.2856 0.00 0.06 0.06 1.879
C -1.6080 -4.4540 2.2452 -0.11 -0.01 -0.04 -1.898
C -1.7339 -3.7832 -0.1445 0.07 0.02 -0.07 -1.566
C -2.6345 -2.2204 1.5225 -0.09 0.08 -0.04 -2.013
H 2.3093 -5.0097 0.0202 -0.04 -0.02 -0.02 0.604
H 1.0635 -4.0273 -0.7476 0.01 0.06 0.03 0.263
H 0.6290 -5.2280 0.4739 -0.07 -0.06 0.04 0.363
H 3.6515 -3.3419 0.6840 0.01 0.02 0.02 0.804
H 3.1841 -1.9750 1.6848 0.01 0.09 0.08 -0.321
H 2.6732 -2.0585 -0.0159 -0.08 -0.14 0.10 -0.041
H 2.7915 -4.8568 2.4234 -0.02 0.00 0.03 0.555
H 1.1173 -4.8283 2.9608 -0.09 -0.02 -0.02 0.276
H 2.2042 -3.5277 3.4299 0.00 0.08 -0.01 0.270
H -1.7433 -2.3035 3.9234 0.05 -0.09 0.05 0.413
H -1.5237 -1.3009 6.1074 0.00 0.00 0.01 0.468
H 0.5133 -0.0344 6.7206 0.01 0.00 0.00 0.450
H 2.3520 0.1934 5.0627 0.01 0.01 0.00 0.696
H 2.1518 -0.8056 2.8761 0.04 -0.03 -0.05 -0.428
H -0.9749 -5.2744 1.9115 0.03 0.00 -0.02 0.337
H -2.6395 -4.8136 2.2172 0.02 -0.03 0.01 0.526
H -1.3574 -4.2495 3.2820 0.00 0.13 0.05 0.347
H -1.2900 -4.7603 -0.3013 0.06 -0.06 0.00 0.379
H -1.3823 -3.1223 -0.9351 -0.06 -0.05 0.18 0.137
H -2.8123 -3.8906 -0.2766 0.01 -0.05 -0.01 0.523
H -2.5174 -1.5711 2.3852 -0.01 -0.02 -0.11 0.438
H -3.5659 -2.7785 1.6398 -0.01 0.03 0.01 0.676
H -2.7580 -1.5771 0.6497 0.05 -0.05 0.02 0.133
C 5.9610 -2.0533 5.2694 -0.01 -0.01 -0.09 -1.333
C 5.9890 -1.6596 3.7939 -0.02 -0.30 0.13 -0.091
S 5.8204 0.0847 3.6177 0.20 0.17 0.69 1.047
O 6.9086 0.7284 4.3040 -0.37 0.01 -0.12 -0.702
O 4.4466 0.4413 3.9206 0.19 -0.10 0.06 -0.429
C 6.0242 0.3454 1.8827 0.21 -0.01 -0.38 -0.552
C 5.3831 1.6464 1.4396 -0.20 0.26 -0.26 -1.284
N 3.9127 1.5905 1.3748 -0.02 -0.15 -0.13 0.431
C 3.2058 0.8954 0.4607 0.04 0.18 -0.09 0.717
N 1.8995 0.9307 0.7589 -0.03 -0.39 -0.02 0.556
C 1.7738 1.6838 1.9150 -0.23 -0.15 -0.23 -1.320
C 3.0001 2.0813 2.2810 0.29 0.33 0.13 -0.172
N 3.3209 2.9497 3.3872 0.04 -0.22 0.16 1.321
O 4.3793 3.5397 3.3595 0.09 0.17 -0.04 -0.662
O 2.4893 3.0218 4.2579 -0.21 0.04 0.06 -0.603
C 3.8448 0.3144 -0.7532 -0.08 0.01 -0.02 -1.860
H 6.0251 -3.1376 5.3427 0.00 0.01 0.03 0.403
H 5.0359 -1.7296 5.7446 -0.01 0.00 -0.02 0.320
H 6.8007 -1.6183 5.8062 0.01 0.02 -0.02 0.378
H 5.1580 -2.1005 3.2413 0.01 -0.06 -0.02 -0.050
H 6.9320 -1.9345 3.3174 0.00 0.00 0.01 0.489
H 5.6292 -0.5308 1.3700 -0.08 0.03 -0.09 0.342
H 7.0954 0.4106 1.6899 0.00 -0.09 0.04 0.554
H 5.7523 1.9071 0.4489 -0.06 -0.01 -0.04 0.493
H 5.6334 2.4648 2.1065 0.10 -0.06 -0.01 0.500
H 0.8357 1.8762 2.4039 -0.02 -0.03 -0.04 0.802
H 4.3920 1.0949 -1.2843 0.02 0.02 0.01 0.645
H 3.0998 -0.0970 -1.4266 0.04 0.07 0.09 0.173
H 4.5518 -0.4743 -0.5041 0.04 -0.04 0.04 0.344

Record 2
75
Properties=species:S:1:pos:R:3:forces:R:3:mulliken_charge:R:1 method="wB97M-V/def2-TZVPD" homo_lumo_gap_ev=7.455 e_tot_ha=-3030.25353 homo_ev=-4.684 charge=-1
C 1.7065 3.4729 1.6504 -0.15 0.42 -0.27 -1.869
C 0.9130 2.4417 2.3835 -0.37 -0.50 0.82 0.455
H 1.5773 4.4609 2.1041 0.17 -0.12 -0.13 0.474
H 1.3974 3.5315 0.5985 0.16 0.03 0.32 0.233
H 2.7779 3.2184 1.6668 -0.29 0.01 -0.04 0.302
C 0.1506 2.7381 3.4519 0.63 -0.19 -0.33 0.159
C -0.0987 4.1148 3.9911 -0.16 0.32 0.14 -1.578
H -0.2763 1.9344 4.0507 0.02 0.10 -0.29 0.518
H -0.0906 4.8816 3.2035 -0.04 -0.16 0.30 0.394
H 0.6433 4.3989 4.7550 -0.14 -0.03 -0.18 0.370
H -1.0796 4.1423 4.4882 0.19 0.11 -0.13 0.352
Be 0.9965 -0.1852 -0.6025 -1.42 -0.47 1.95 0.596
Cl 2.8465 -0.9064 -0.8278 1.01 -0.08 -0.02 -0.556
Cl -0.2536 -0.4967 -2.2502 -0.17 0.03 -0.18 -0.521
H 0.4197 -5.7005 -4.8608 -0.13 -0.02 0.00 0.299
H 2.1845 -4.0203 -4.4042 -0.07 0.07 0.18 0.378
C -0.2921 -4.8792 -4.7107 0.06 -0.03 -0.03 -1.018
C 1.4714 -3.2992 -3.9848 -0.33 0.23 0.13 -0.644
N 0.2078 -3.9683 -3.7088 0.03 -0.27 -0.28 0.117
H -1.2555 -5.2738 -4.3769 0.21 0.07 -0.07 0.322
C -0.5028 -3.7385 -2.5793 -0.37 -0.03 0.67 1.269
O -1.5243 -4.3350 -2.2390 0.72 0.30 -0.54 -0.703
H 1.8713 -2.8704 -3.0563 -0.07 -0.07 -0.27 0.138
H -0.0640 -2.9143 -1.9923 -0.10 -0.39 0.07 -0.570
H -0.4091 -4.3608 -5.6711 -0.06 -0.05 0.09 0.299
H 1.3374 -2.4837 -4.7114 0.05 -0.24 0.17 0.194
H -1.4668 2.6367 0.3932 -0.10 -0.27 -0.17 0.287
H -2.2860 2.6230 2.7259 -0.22 -0.18 -0.11 0.136
C -2.3184 2.0496 0.0306 0.43 -0.06 -0.10 -0.982
C -3.2225 2.2213 2.3169 -0.01 -0.19 -0.11 -0.912
N -2.9303 1.3735 1.1672 -1.31 -0.25 -0.21 0.608
H -1.9615 1.3022 -0.6865 -0.01 0.26 0.21 0.008
C -3.7703 0.3042 0.9057 1.01 0.28 -0.69 -0.037
O -3.6912 -0.4009 -0.0954 -0.57 0.77 1.05 -0.551
H -3.7161 1.6099 3.0827 0.10 0.24 -0.07 0.355
H -4.5135 0.1379 1.7129 0.22 -0.16 -0.08 0.295
H -3.0432 2.7236 -0.4585 0.05 -0.17 0.12 0.373
H -3.8749 3.0655 2.0424 0.07 -0.13 0.06 0.329
O 0.3572 0.7609 0.7261 -0.44 -0.07 -0.32 -0.169
C 1.0820 1.0014 1.8684 -0.13 -0.85 -0.18 -0.108
C -0.6686 -0.2553 3.1591 -0.27 -0.21 0.21 0.306
C 0.6814 -0.0548 2.9001 0.80 0.62 0.17 -0.575
H -1.3939 0.2781 2.5304 0.38 -0.36 0.35 0.518
C -1.0600 -1.1064 4.1926 0.24 0.09 -0.21 -0.833
H 2.1519 0.8680 1.6233 0.22 0.06 0.46 0.662
C 1.6569 -0.7634 3.6027 -0.54 0.02 0.10 -0.252
H -2.1238 -1.2507 4.3831 0.22 -0.02 0.11 0.364
C -0.0907 -1.7803 4.9446 -0.03 0.04 -0.06 -0.670
C 1.2637 -1.6306 4.6250 0.03 -0.05 0.01 -0.730
H 2.7035 -0.6029 3.3270 -0.28 -0.16 0.23 0.408
H -0.4007 -2.4137 5.7807 0.17 0.10 -0.31 0.364
H 2.0221 -2.1932 5.1709 -0.20 0.12 -0.02 0.350
Si 1.1670 1.5967 -3.3141 0.61 0.72 0.68 0.668
Cl 1.4931 1.8580 -1.1649 0.30 1.23 -2.66 -0.206
C -0.5834 1.8412 -3.9296 -0.23 0.50 -0.23 -0.985
C 2.1715 0.1834 -3.9994 0.44 -0.14 -0.18 -0.823
C 2.0909 3.1987 -3.7890 -0.01 0.08 -0.15 -1.381
H -1.3522 1.7016 -3.1618 0.29 0.00 -0.21 0.217
H -0.7760 1.1283 -4.7418 -0.01 0.01 0.23 0.298
H -0.6818 2.8512 -4.3451 -0.01 -0.04 -0.02 0.315
H 1.4107 4.0611 -3.7641 0.13 -0.12 0.02 0.327
H 2.5032 3.1272 -4.8033 -0.06 0.07 0.03 0.358
H 2.9190 3.4097 -3.0976 -0.18 -0.15 -0.22 0.297
H 2.4634 -0.5262 -3.2157 -0.23 0.22 -0.24 0.138
H 3.1012 0.5556 -4.4485 -0.12 0.09 0.02 0.374
H 1.6181 -0.3515 -4.7787 -0.04 0.11 0.15 0.124
N 0.2184 -3.5721 1.3271 -0.04 0.01 0.23 0.144
C -1.0786 -3.0959 1.2268 0.20 0.67 -0.54 -1.149
C -1.0039 -1.9256 0.5173 1.03 -0.80 0.12 0.063
N 0.3295 -1.6867 0.1986 0.08 -1.53 0.79 0.890
C 1.0394 -2.6858 0.7134 -1.02 0.44 -0.31 -1.070
H 0.5330 -4.4243 1.7748 -0.26 0.40 -0.11 0.222
H -1.9425 -3.5777 1.6397 0.05 -0.27 0.06 0.445
H -1.7931 -1.2796 0.1720 0.12 -0.03 0.06 0.312
H 2.1122 -2.7937 0.6450 -0.23 0.04 0.00 0.468

Record 3
86
Properties=species:S:1:pos:R:3:forces:R:3:mulliken_spin:R:1 method="wB97M-V/def2-TZVPD" e_above_lowest_kcal_mol=0.0 homo_lumo_gap_ev="1.761 / 10.348" e_tot_ha=-8020.23060 homo_ev="0.110 / -8.510" charge=-1 s2=0.751 spin_multiplicity=2
C 3.9819 -1.5058 -1.9241 -0.86 -0.28 -0.70 0.083
C 4.8404 -2.7395 -1.7897 0.05 -0.32 -2.18 -0.017
O 5.1082 -2.8413 -0.4151 0.14 -1.66 -0.05 -0.048
C 4.8314 -1.7093 0.1446 0.22 2.58 5.10 0.034
O 5.0991 -1.4297 1.3476 -0.98 -0.80 -4.31 0.004
O 4.1900 -0.8757 -0.6962 0.66 1.14 1.50 -0.087
H 2.9186 -1.7368 -1.9888 0.10 -0.28 0.01 0.138
H 4.1698 -0.8610 -2.7826 0.48 0.09 0.20 0.022
H 5.8094 -2.6886 -2.2862 -0.08 0.15 -0.20 0.011
H 4.2598 -3.5464 -2.2369 0.34 -0.55 0.62 -0.040
C -4.3820 3.3053 -1.8904 -0.24 -1.07 -0.26 0.243
C -4.4141 4.5577 -1.1065 -1.85 1.37 0.21 0.083
O -3.3164 4.4901 -0.2420 0.67 1.78 1.11 -0.088
C -2.8349 3.2754 -0.1900 3.14 -2.14 2.14 0.054
O -2.0182 2.8463 0.6894 -3.37 1.57 -3.98 0.013
O -3.3024 2.6064 -1.2644 0.62 -1.48 0.45 -0.047
H -4.2186 3.4400 -2.9597 0.41 -0.13 0.12 -0.043
H -5.2984 2.7293 -1.7620 0.12 -0.18 -0.06 -0.006
H -5.2881 4.6378 -0.4601 -0.20 -0.20 -0.03 -0.013
H -4.4854 5.4312 -1.7546 0.88 0.25 0.25 -0.007
C 3.4380 -2.3640 4.7362 0.04 0.73 -2.35 0.000
C 3.2843 -3.2474 3.4013 -0.04 1.48 -0.20 0.019
O 3.5367 -4.5332 3.8493 0.37 -1.94 2.38 -0.005
C 3.5030 -4.5774 5.2269 0.58 1.30 -1.24 0.000
O 3.6559 -5.5232 5.9116 -0.18 -0.88 0.21 0.001
O 3.3712 -3.3135 5.6981 -0.33 -2.57 2.29 -0.001
H 2.6878 -1.6214 5.0078 -0.12 0.07 -0.83 0.000
H 4.4244 -1.9057 4.8079 0.03 0.23 -0.46 0.000
H 4.0476 -3.0539 2.6475 -0.22 0.58 0.12 -0.001
H 2.3047 -3.3342 2.9313 -0.15 0.91 0.13 0.000
Cl -4.4712 -1.6626 3.4260 -0.47 0.61 -1.15 -0.002
C -4.7909 -0.5423 1.9867 -0.27 -0.38 -0.63 -0.026
C -5.9391 -1.0285 1.0391 -0.21 -0.54 0.90 0.031
Cl -6.4645 0.1994 -0.1832 0.45 -0.20 0.61 0.003
H -3.8512 -0.4947 1.4364 -0.11 -0.03 0.14 0.024
H -5.0119 0.4378 2.4093 -0.10 -0.24 -0.05 -0.002
H -6.8090 -1.3130 1.6312 -0.13 0.58 0.14 -0.008
H -5.7813 -1.9462 0.4724 0.87 0.24 -0.02 -0.003
Cl 2.7995 -3.0682 -5.0850 0.14 0.09 -0.07 -0.171
C 1.0075 -2.9268 -5.2261 -0.35 -0.07 2.37 0.070
C 0.3999 -2.8226 -3.7772 0.62 -0.73 -0.93 -1.100
Cl 0.7687 -1.2007 -3.1238 -0.56 -0.08 0.01 0.975
H 0.6828 -3.8603 -5.6858 -0.19 0.48 -0.34 -0.159
H 0.7829 -1.9658 -5.6887 -0.06 -0.41 -0.67 -0.044
H 0.8117 -3.5488 -3.0764 0.39 0.05 -0.19 0.350
H -0.6644 -3.0580 -3.7704 -0.19 0.70 -0.26 -0.161
Cl -5.2339 0.3411 -4.2208 -0.32 0.29 -0.01 -0.008
C -3.4791 0.0438 -4.1249 0.05 -0.62 0.07 0.404
C -3.1826 -0.8712 -2.9125 -0.02 0.93 -0.33 0.591
Cl -3.9041 -2.4827 -2.9816 -0.09 -0.55 -0.48 -0.059
H -2.9670 1.0058 -4.1047 0.00 0.03 0.69 -0.155
H -3.1973 -0.3372 -5.1064 0.07 -0.60 0.29 0.007
H -3.6484 -0.4839 -2.0063 0.37 0.51 -0.11 -0.014
H -2.1067 -0.9912 -2.7859 -0.05 0.08 -0.01 -0.462
Cl 3.9527 3.8227 -3.5503 1.23 0.15 -0.10 0.014
C 2.3489 3.4771 -2.9387 -0.48 1.83 -0.99 -0.052
C 2.2016 2.0642 -2.6157 -0.13 -1.42 0.72 -0.378
Cl 0.5679 1.9274 -1.8959 -0.21 -0.25 -0.33 0.490
H 1.7209 3.7902 -3.7729 -0.40 -0.29 0.23 -0.004
H 2.1271 4.1465 -2.1076 0.19 -0.24 0.08 -0.009
H 2.9342 1.7421 -1.8756 -0.13 0.08 0.20 0.010
H 2.2950 1.3831 -3.4616 -0.27 0.22 -0.15 0.221
Cl 0.0870 0.8412 4.5925 0.06 -0.03 0.11 -0.001
C -1.6106 1.0121 4.1283 -0.90 0.33 -0.28 -0.003
C -1.9069 2.5019 3.8781 0.08 -0.84 0.23 0.003
Cl -3.6464 2.6589 3.4025 0.53 0.13 0.24 0.003
H -2.2478 0.5423 4.8775 0.15 0.40 0.30 0.000
H -1.8508 0.4473 3.2275 0.54 0.00 -0.16 -0.001
H -1.2616 2.8510 3.0720 -0.39 0.12 -0.11 0.000
H -1.7240 3.0944 4.7745 -0.22 -0.04 -0.09 0.001
Cl 3.6976 1.0401 4.0497 -0.11 0.32 -1.02 0.001
C 3.4798 1.4703 2.2732 0.50 -0.31 0.02 0.001
C 2.3484 2.4273 2.1438 -1.32 0.78 1.82 0.014
Cl 2.1840 3.3404 0.6777 0.42 0.26 -1.56 0.018
H 3.3180 0.5308 1.7448 0.15 0.10 0.10 0.001
H 4.3818 1.9701 1.9202 0.17 -0.35 0.22 -0.003
H 2.4537 3.2460 2.8556 0.12 -0.42 0.46 -0.003
H 1.3648 1.9929 2.3224 0.23 -0.32 0.11 0.004
Cl -1.8505 -1.8871 0.3232 -0.36 -0.73 -0.15 -0.016
C -1.1306 -0.2954 0.2741 0.95 1.02 -0.39 0.055
C 0.3887 -0.3824 0.3221 0.35 -0.33 0.91 0.246
Cl 0.9177 -1.0933 1.8936 0.06 -0.33 0.09 -0.088
H -1.5735 0.2968 1.0748 0.30 0.05 -0.10 -0.014
H -1.3600 0.1836 -0.6778 -0.31 -0.05 0.00 0.035
H 0.9526 0.5502 0.3380 -0.71 0.17 -0.43 0.043
H 0.7858 -1.0276 -0.4616 -0.20 0.10 0.06 0.030